No. 1
{
  "formula": "C4H10N5",
  "method": "ωB97M-V with the def2-TZVPD basis set",
  "species": ["C", "C", "C", "C", "N", "N", "N", "N", "N", "H", "H", "H", "H", "H", "H", "H", "H", "H", "H"],
  "coordinates": [[0.4639, -1.3795, -0.9215], [0.4008, 0.3498, 0.7352], [-0.4420, -2.2173, -1.7587], [-1.5423, 1.4337, 1.7843], [1.9929, 2.5922, -0.2332], [2.5439, 3.0111, -1.0865], [1.7139, -1.3366, -0.8508], [-0.2348, -0.4761, -0.0688], [-0.1351, 1.2169, 1.5403], [1.4832, 0.2752, 0.6852], [-0.7500, -1.6585, -2.6419], [-1.3346, -2.5127, -1.2119], [0.0799, -3.1154, -2.0869], [-1.6975, 2.4793, 2.0468], [-2.1410, 1.2096, 0.9046], [-1.8836, 0.8188, 2.6188], [2.2352, -1.9761, -1.4383], [-1.2480, -0.4943, -0.1165], [0.4953, 1.7799, 2.1000]],
  "forces_ev_per_angstrom": [[0.67, -0.41, -0.26], [0.46, 0.09, 0.14], [0.15, -0.20, -0.15], [-0.58, 0.06, 0.22], [0.89, 0.71, -1.24], [-0.74, -0.55, 1.14], [0.14, 0.17, 0.15], [-0.99, 0.33, 0.25], [0.24, 0.01, 0.17], [-0.11, 0.00, 0.05], [-0.05, 0.05, -0.05], [-0.07, -0.05, 0.05], [-0.05, 0.09, 0.01], [0.01, -0.08, -0.09], [0.04, 0.04, -0.06], [0.00, -0.02, -0.06], [-0.29, -0.12, -0.12], [0.22, 0.05, 0.11], [0.07, -0.19, -0.24]],
  "lowdin_charge": [-0.4219, -0.1304, 0.0027, -0.0198, 0.0308, 0.0791, 0.1737, 0.1339, 0.0263, 0.1277, 0.1010, 0.0881, 0.0971, 0.1069, 0.0924, 0.1086, 0.0891, 0.1542, 0.1603],
  "homo_lumo_gap_ev": 10.87,
  "e_above_lowest_kj_mol": 48.88,
  "largest_force_ev_per_a": 1.7,
  "charge": 1
}



No. 2
{
  "formula": "C25H57F3MgN2O13S5",
  "method": "ωB97M-V with the def2-TZVPD basis set",
  "species": ["Mg", "N", "O", "O", "O", "C", "O", "O", "C", "F", "F", "F", "C", "C", "H", "H", "H", "H", "H", "H", "C", "C", "N", "H", "H", "H", "C", "S", "O", "C", "H", "H", "H", "H", "H", "H", "C", "S", "O", "C", "H", "H", "H", "H", "H", "H", "C", "S", "O", "C", "H", "H", "H", "H", "H", "H", "C", "S", "O", "C", "H", "H", "H", "H", "H", "H", "C", "S", "O", "C", "H", "H", "H", "H", "H", "H", "C", "C", "O", "C", "H", "H", "H", "H", "H", "H", "C", "C", "O", "C", "H", "H", "H", "H", "H", "H", "C", "C", "O", "C", "H", "H", "H", "H", "H", "H"],
  "coordinates": [[-8.3158, -23.7561, -21.5413], [-5.5547, -19.6176, -20.8541], [-4.3891, -19.7704, -20.5633], [-6.2927, -20.5680, -21.1761], [-6.0569, -18.5505, -20.8226], [-6.2037, -26.3629, -17.0204], [-6.6666, -27.7240, -16.7164], [-6.7434, -26.0215, -18.2667], [-6.5676, -25.4524, -15.7304], [-7.9598, -25.2777, -15.6030], [-6.1170, -25.9039, -14.5870], [-5.9899, -24.2543, -15.7489], [-5.8803, -28.7787, -17.3450], [-6.6659, -30.1008, -17.1571], [-7.5737, -29.9750, -17.7471], [-6.1447, -30.9966, -17.4947], [-7.0081, -30.1677, -16.1244], [-4.8752, -28.9409, -16.9558], [-5.8583, -28.6238, -18.4238], [-5.1265, -26.4756, -16.8976], [-12.4626, -27.9309, -16.5652], [-13.8761, -27.5665, -16.7269], [-14.9518, -27.1512, -16.8731], [-12.0223, -28.3773, -17.4568], [-12.3083, -28.5010, -15.6491], [-11.8964, -27.0084, -16.4370], [-10.2680, -27.5502, -25.5069], [-10.9945, -27.7900, -23.8144], [-10.3695, -26.5559, -23.1457], [-12.6917, -27.3350, -24.1862], [-9.2126, -27.2840, -25.4505], [-10.6578, -26.6419, -25.9664], [-10.5327, -28.4353, -26.0854], [-12.6274, -26.3470, -24.6422], [-13.2568, -27.2695, -23.2564], [-13.0756, -27.9242, -25.0190], [-5.5479, -27.7908, -8.5306], [-4.9141, -26.1285, -8.3531], [-4.9074, -26.0060, -6.8342], [-3.2102, -26.3161, -9.0631], [-4.7708, -28.3780, -8.0413], [-5.4913, -28.0320, -9.5921], [-6.4812, -27.9579, -7.9930], [-2.5989, -25.4139, -9.0410], [-3.2152, -26.6761, -10.0919], [-2.8226, -27.1025, -8.4155], [-14.1409, -21.9248, -18.4816], [-12.3943, -22.3018, -18.0007], [-11.6379, -22.3823, -19.2875], [-11.9625, -20.8166, -16.9641], [-14.8531, -21.9189, -17.6565], [-14.5162, -22.6981, -19.1517], [-14.2460, -21.0664, -19.1451], [-12.4371, -20.8661, -15.9841], [-12.1009, -19.8984, -17.5351], [-10.8935, -20.9043, -16.7703], [-15.6567, -33.8220, -19.7237], [-14.4070, -32.5763, -20.3420], [-13.1588, -33.0590, -19.6052], [-14.2734, -33.2858, -22.0664], [-15.6009, -33.4466, -18.7019], [-15.2699, -34.8257, -19.9000], [-16.6801, -33.7684, -20.0950], [-13.6757, -34.1972, -22.0790], [-13.7318, -32.5188, -22.6200], [-15.2726, -33.4014, -22.4862], [-2.4884, -25.2223, -22.2630], [-3.5465, -25.2856, -23.7588], [-4.9299, -24.7701, -23.3349], [-2.6594, -23.9231, -24.6687], [-1.4115, -25.3129, -22.4047], [-2.6234, -26.0297, -21.5434], [-2.6608, -24.2810, -21.7410], [-1.5968, -24.1617, -24.7117], [-2.6746, -22.9413, -24.1955], [-3.0851, -23.8036, -25.6650], [1.1721, -27.8829, -15.2659], [0.9602, -28.2919, -16.6435], [0.7755, -27.4476, -17.4886], [0.7879, -29.8295, -16.9693], [0.6407, -28.4659, -14.5136], [0.8620, -26.8391, -15.2145], [2.2141, -27.9163, -14.9479], [1.6484, -30.3794, -16.5880], [0.7898, -30.0110, -18.0440], [-0.1536, -30.1732, -16.5410], [-14.1542, -24.1876, -12.6173], [-15.4669, -23.4514, -12.6390], [-15.4869, -22.3381, -13.1541], [-16.6919, -24.1045, -11.9266], [-13.3539, -23.8525, -13.2770], [-14.2686, -25.2624, -12.7583], [-13.7305, -23.9744, -11.6359], [-16.9671, -24.9871, -12.5041], [-17.5138, -23.4098, -11.7539], [-16.3090, -24.4753, -10.9758], [-1.3986, -21.1363, -13.6981], [-0.3705, -20.9027, -14.7802], [0.6344, -20.2072, -14.6231], [-0.5803, -21.7135, -16.0615], [-2.2311, -20.5715, -14.1178], [-1.0260, -20.5571, -12.8532], [-1.6041, -22.1335, -13.3091], [0.4011, -21.9166, -16.4900], [-1.2325, -21.3396, -16.8508], [-0.9364, -22.7128, -15.8113]],
  "forces_ev_per_angstrom": [[0.61, -0.05, 0.48], [0.72, -1.52, 0.25], [1.55, -0.92, 0.19], [-0.90, -1.86, -0.55], [-1.77, 3.84, 0.00], [-1.40, -0.59, -0.93], [0.73, -0.08, 0.00], [1.11, 0.01, 2.66], [-1.88, -0.04, -1.29], [1.86, -0.14, -0.21], [-0.01, -1.93, 1.10], [-0.26, 1.00, -1.43], [-1.37, -0.67, -0.10], [-0.60, 1.30, 0.02], [-0.09, -0.29, -0.07], [0.16, 0.18, 0.14], [0.28, -0.31, 0.09], [0.16, 0.74, 0.29], [0.37, 0.44, 0.00], [0.63, 0.61, -0.70], [0.10, 0.62, 0.16], [-1.13, 0.75, -0.40], [1.54, -0.82, 0.27], [-0.35, -0.42, 0.18], [-0.03, -0.29, -0.31], [-0.09, 0.17, 0.10], [-0.92, -0.11, 0.20], [1.97, 2.30, -0.43], [-0.83, -1.09, 0.16], [0.46, 0.83, -0.83], [0.09, -0.92, 0.50], [-0.70, -0.10, 0.15], [0.46, 0.11, -0.28], [0.07, 0.31, 0.36], [-0.12, -0.42, -0.28], [-0.31, -0.62, 0.57], [1.76, -0.41, -0.51], [-1.15, 1.34, 1.25], [0.87, 0.10, -1.55], [-0.45, -1.09, 0.76], [-0.10, -0.34, 0.15], [-0.67, -0.24, -0.01], [0.00, 0.49, -0.45], [-0.46, 0.08, 0.43], [-0.44, -0.03, 0.01], [0.63, 0.09, -0.08], [-0.03, -0.05, -0.53], [-1.12, -0.47, 0.57], [0.18, 0.68, 0.19], [0.49, -0.36, -1.11], [0.40, 0.32, 0.28], [0.58, -0.65, 0.22], [0.39, 0.57, 0.53], [-0.47, 0.01, -0.34], [-0.34, 0.04, 0.25], [0.08, -0.21, -0.17], [0.48, 1.18, -0.08], [0.87, -2.80, -0.24], [-1.36, 1.00, -0.90], [0.18, 1.10, 0.53], [-0.36, -0.91, 0.32], [0.27, 0.21, 0.34], [0.13, 0.43, -0.18], [-0.25, -0.03, 0.35], [-0.03, -0.09, -0.18], [0.07, -0.10, 0.04], [0.41, 0.15, 0.64], [-0.64, 1.32, 0.69], [1.73, -0.57, -0.51], [-0.01, -0.03, 0.36], [0.02, 0.26, -0.93], [-0.95, -0.16, -0.30], [-0.23, 0.06, -0.15], [-0.08, -0.46, -0.25], [-0.55, -0.17, 0.48], [0.00, -0.34, 0.07], [0.34, 0.78, 1.84], [-1.13, -1.66, -1.76], [0.25, -0.25, -0.32], [0.77, 1.35, -0.12], [-0.19, -0.16, -0.21], [0.02, -0.04, 0.22], [0.21, -0.12, -0.26], [-0.21, -0.13, 0.42], [-0.22, 0.33, 0.02], [0.15, -0.10, 0.16], [0.31, -0.58, 0.43], [-0.21, 1.59, -0.81], [-0.62, -1.22, 0.69], [1.57, 0.34, -0.39], [-0.64, 0.39, -0.45], [-0.04, -0.06, 0.29], [-0.08, -0.41, 0.38], [-0.28, 0.08, -0.04], [0.16, -0.09, -0.30], [-0.15, -0.05, 0.16], [0.88, 1.77, 0.45], [1.75, -0.66, -0.35], [-1.93, -0.90, -0.20], [0.77, -0.59, 0.03], [-0.75, -0.52, 0.37], [-0.19, 0.07, 0.16], [-0.14, -0.07, -0.85], [0.06, 0.42, -0.18], [-0.06, 0.43, 0.32], [-0.39, 0.05, 0.23]],
  "lowdin_charge": [1.1738, -0.6923, 0.0322, -0.0528, 0.0687, -0.3712, -0.1137, -0.1188, -0.5337, 0.0691, 0.1516, 0.1343, -0.2442, -0.0792, 0.0687, 0.0709, 0.0700, 0.1094, 0.1102, 0.1388, -0.0715, -0.2783, 0.1092, 0.0827, 0.0811, 0.0802, -0.2419, 0.8510, -0.6440, -0.2751, 0.0533, 0.0496, 0.0460, 0.0500, 0.0577, 0.0574, -0.2769, 0.8041, -0.5770, -0.2459, 0.0451, 0.0499, 0.0619, 0.0498, 0.0479, 0.0410, -0.2550, 0.8094, -0.6062, -0.2380, 0.0517, 0.0412, 0.0507, 0.0519, 0.0517, 0.0430, -0.2496, 0.8356, -0.5861, -0.2584, 0.0307, 0.0537, 0.0472, 0.0551, 0.0279, 0.0434, -0.2697, 0.8449, -0.6287, -0.2524, 0.0512, 0.0493, 0.0599, 0.0448, 0.0590, 0.0426, -0.0417, -0.4959, 0.0641, -0.0124, 0.0870, 0.0891, 0.0929, 0.0705, 0.0703, 0.0760, -0.0373, -0.4640, 0.0367, -0.0131, 0.0791, 0.0783, 0.0878, 0.0799, 0.0789, 0.0738, -0.0310, -0.4738, 0.0471, -0.0272, 0.0921, 0.0764, 0.0843, 0.0766, 0.0844, 0.0712],
  "homo_lumo_gap_ev": 2.70,
  "largest_force_ev_per_a": 4.2
}



No. 3
{
  "formula": "C25H24BClF4N3O10V",
  "method": "ωB97M-V with the def2-TZVPD basis set",
  "species": ["V", "O", "C", "O", "C", "C", "C", "C", "C", "N", "C", "O", "O", "H", "H", "H", "H", "H", "C", "C", "N", "C", "C", "C", "C", "N", "C", "C", "F", "C", "F", "C", "C", "F", "C", "F", "H", "H", "H", "H", "H", "H", "H", "H", "H", "H", "H", "H", "H", "H", "H", "O", "B", "O", "C", "C", "C", "C", "C", "C", "H", "H", "H", "H", "O", "Cl", "O", "O", "O"],
  "coordinates": [[-0.1799, -1.9908, -0.1920], [-2.5215, -4.8551, -1.3576], [-1.8348, -3.9868, -0.5703], [-0.7851, -3.3847, -1.1885], [-2.0837, -3.7308, 0.7765], [-3.1836, -3.9490, 1.6481], [-3.3024, -3.2304, 2.8029], [-2.3411, -2.2579, 3.2331], [-1.1512, -2.1455, 2.5836], [-1.0206, -2.9836, 1.3125], [-0.5300, -0.7679, 2.4110], [-0.3927, -0.1153, 3.5545], [-1.3019, -0.4472, 0.6086], [-2.0567, -4.8548, -2.2029], [-3.9860, -4.6053, 1.3340], [-4.1973, -3.3577, 3.3990], [-2.5564, -1.6064, 4.0735], [-0.6575, -0.6756, 4.2982], [-3.7548, -0.2866, -2.3027], [-3.6960, 1.1509, -1.8061], [-2.3390, 1.6227, -1.5657], [-1.4382, 1.4902, -2.7089], [-1.9691, 2.0618, -4.0298], [-2.3143, 2.9489, -0.9751], [-1.3215, 3.1180, 0.1976], [-0.0464, 2.6059, -0.2086], [1.1124, 3.2365, -0.0535], [2.2333, 2.7277, -0.7872], [2.0467, 1.6927, -1.5895], [3.4728, 3.3203, -0.7397], [4.4836, 2.8171, -1.4686], [3.7057, 4.4515, 0.0259], [2.6555, 4.9459, 0.7769], [2.8613, 6.0343, 1.5461], [1.4126, 4.3609, 0.7683], [0.4723, 4.8790, 1.5724], [-4.7960, -0.6138, -2.3308], [-3.2068, -0.9339, -1.6199], [-3.3335, -0.3921, -3.3042], [-4.2135, 1.1998, -0.8461], [-4.2345, 1.8093, -2.5138], [-1.1810, 0.4342, -2.8268], [-0.5173, 1.9993, -2.4335], [-2.7744, 1.4509, -4.4398], [-1.1625, 2.1001, -4.7641], [-2.3513, 3.0751, -3.8861], [-3.3074, 3.1913, -0.5897], [-2.0453, 3.7011, -1.7337], [-1.6703, 2.5450, 1.0598], [-1.3273, 4.1733, 0.4883], [4.6692, 4.9383, 0.0265], [2.8366, -1.2433, -0.2379], [1.9417, -2.3151, -0.6120], [2.5805, -3.4817, -0.0852], [3.7357, -3.1312, 0.5249], [4.6495, -3.9168, 1.1927], [5.7490, -3.2697, 1.7582], [5.9083, -1.8921, 1.6508], [4.9707, -1.1056, 0.9795], [3.8945, -1.7589, 0.4164], [4.5049, -4.9854, 1.2815], [6.4930, -3.8494, 2.2902], [6.7681, -1.4156, 2.1048], [5.0795, -0.0319, 0.9023], [-2.6253, -0.5614, 0.5620], [-0.0518, -0.1655, 1.0270], [0.0612, 1.0907, 1.5661], [0.9930, -0.9909, 1.4528], [0.4684, 0.1130, -0.2361]],
  "forces_ev_per_angstrom": [[2.15, -1.85, -1.34], [-0.19, -0.18, 0.25], [0.28, 0.27, 0.03], [-2.54, -1.87, 0.00], [0.50, 0.25, -0.28], [-0.04, 0.12, -0.59], [-0.16, -0.41, 0.51], [0.55, -0.25, 0.24], [-0.88, -0.22, -4.90], [1.64, 2.41, 2.04], [-1.65, -5.66, 10.38], [0.02, 0.37, -0.17], [-8.36, -2.67, -9.62], [0.00, 0.08, 0.00], [-0.06, 0.04, 0.02], [0.02, 0.01, 0.01], [-0.27, 0.06, -0.11], [0.11, -0.25, -0.15], [0.06, 0.08, -0.02], [0.14, -0.10, 0.07], [-0.07, 0.14, -0.04], [-0.09, 0.04, 0.08], [0.07, -0.06, 0.14], [0.30, -0.10, 0.00], [-0.19, 0.17, -0.17], [0.02, 1.07, -0.84], [0.10, 0.08, 0.19], [-0.27, -0.13, -0.08], [0.15, 0.12, -0.09], [0.05, 0.11, 0.06], [-0.07, -0.04, -0.05], [-0.05, -0.07, -0.03], [0.05, 0.09, 0.06], [-0.03, -0.03, 0.01], [-0.14, 0.00, 0.03], [0.05, 0.01, -0.01], [0.01, -0.04, -0.06], [-0.02, 0.01, 0.04], [-0.05, -0.02, -0.03], [-0.04, 0.01, -0.03], [-0.06, -0.01, 0.03], [0.01, 0.03, -0.05], [0.06, -0.11, -0.01], [-0.02, 0.04, -0.03], [-0.03, 0.01, -0.04], [0.01, 0.02, -0.07], [-0.01, 0.09, -0.06], [-0.17, 0.11, 0.04], [0.03, -0.13, -0.10], [0.04, -0.01, 0.00], [0.02, -0.03, 0.04], [0.11, -0.01, -1.25], [1.24, 0.10, 1.75], [-0.38, -0.54, -0.62], [0.14, 0.04, 0.01], [-0.05, -0.07, -0.02], [0.05, 0.02, -0.01], [-0.06, 0.02, -0.01], [0.08, -0.02, -0.04], [-0.07, 0.10, 0.08], [0.02, 0.00, -0.01], [-0.02, -0.01, 0.01], [0.01, -0.02, 0.01], [-0.03, 0.00, -0.02], [-5.40, -0.30, 1.32], [4.61, 10.83, 5.09], [0.45, 6.42, 3.25], [6.35, -6.77, 2.50], [1.97, -1.36, -7.37]],
  "lowdin_charge": [0.9250, 0.0705, -0.3980, -0.1785, -0.2414, -0.0097, -0.0889, -0.0405, -0.1061, -0.0155, -0.3301, 0.1440, -0.4920, 0.1078, 0.1121, 0.0875, 0.1098, 0.1261, -0.0838, -0.2711, -0.1683, -0.2382, -0.0885, -0.1743, -0.1704, 0.1196, -0.1386, -0.1326, 0.1349, -0.2129, 0.0841, 0.0704, -0.2206, 0.0737, -0.1265, 0.0928, 0.0727, 0.0559, 0.0586, 0.1082, 0.1074, 0.1135, 0.0944, 0.0545, 0.0681, 0.0633, 0.1146, 0.1113, 0.1247, 0.1071, 0.1318, 0.0752, -0.2998, 0.1146, -0.2290, -0.0045, -0.1162, -0.1125, 0.0053, -0.2310, 0.1118, 0.0886, 0.0897, 0.1129, -0.0868, 0.4350, -0.2156, -0.1593, -0.2961],
  "homo_lumo_gap_ev": [5.87, 4.64],
  "e_above_lowest_kj_mol": 2258.04,
  "largest_force_ev_per_a": 13.0,
  "charge": -1,
  "multiplicity": 4
}